No. 1
The following is a quantum chemistry calculation of a gas-phase ion, C2H10N2O2P (charge +1), from OMol25.

Element x y z (Å)
C -0.90 -1.52 0.07
N 2.54 0.56 -0.11
H 1.40 0.59 1.76
O -1.17 1.11 0.49
H -1.22 -1.82 1.11
H -3.24 1.14 0.34
H -0.54 -2.44 -0.42
C 1.57 0.11 0.86
H -1.88 -1.23 -0.51
H -2.74 1.34 -0.97
O 0.05 0.48 -1.51
H 1.66 -0.85 1.20
N -2.44 0.79 -0.18
P -0.12 0.04 -0.01
H 0.80 0.15 -2.01
H 2.80 1.50 -0.21
H 3.42 0.04 0.11

**Orbital gap**: 11.37 eV
**2S+1**: 1
**LUMO**: -2.9 eV
**DFT total energy**: -18592.2052 eV
**HOMO**: -14.291 eV
**Total charge**: +1
**ΔE to the lowest compared entry with this formula, charge and spin**: 83.7 kcal/mol

Results of the Löwdin charge analysis, in e, for atoms 1 through 2:
1. C -0.16
2. N 0.00

No. 2
The following is a quantum chemistry calculation of a single C2H4INO2 molecule, from OMol25.

Element x y z (Å)
H 1.60 -0.85 -1.06
C -0.54 -0.09 0.10
N -1.77 0.99 0.47
O 0.60 0.54 0.13
H -1.55 1.73 -0.04
H 2.63 0.14 -0.18
C 1.69 -0.35 -0.02
H 1.66 -0.96 0.92
I -3.49 0.07 -0.19
O -0.83 -1.23 -0.14

**Orbital gap (spin up / spin down)**: 6.77 / 6.81 eV
**2S+1**: 3
**LUMO (spin up / spin down)**: 0.7 / -2.7 eV
**DFT total energy**: -15819.7047 eV
**HOMO (spin up / spin down)**: -6.077 / -9.492 eV
**ΔE to the lowest compared entry with this formula, charge and spin**: 58.8 kcal/mol

Results of the Löwdin charge analysis, in e, for atoms 1 through 2:
1. H 0.13
2. C -0.61

No. 3
The following is a quantum chemistry calculation of a molecular structure, Cl2HOPS, from OMol25.

Element x y z (Å)
O 3.80 -1.38 0.52
H -0.54 0.06 0.58
P 4.27 0.00 0.59
S 0.59 -0.61 0.37
Cl 4.04 0.68 -1.33
Cl 1.79 0.83 1.23

**Orbital gap**: 9.20 eV
**2S+1**: 1
**LUMO**: -0.9 eV
**DFT total energy**: -47233.0001 eV
**HOMO**: -10.065 eV
**ΔE to the lowest compared entry with this formula, charge and spin**: 53.4 kcal/mol

Results of the Löwdin charge analysis, in e, for atoms 1 through 2:
1. O -0.60
2. H -0.20

No. 4
The following is a quantum chemistry calculation of 2 unconnected molecules or ions with the total composition C5H8FN2, from OMol25.

Element x y z (Å)
C -1.65 -0.10 1.15
C 1.50 -0.78 1.19
H 3.27 -1.71 0.56
N 2.57 -0.98 0.42
C 2.36 -0.34 -0.73
H 1.41 -1.23 2.19
H 2.75 -0.59 -1.70
H -1.61 0.64 1.95
H -1.35 -1.12 1.25
H -3.50 0.44 0.28
F -2.53 -0.84 -1.05
C 1.06 0.12 -0.67
C -2.41 0.16 -0.09
H -2.23 1.09 -0.66
N 0.61 -0.04 0.57
H 0.46 0.78 -1.31

**Orbital gap**: 7.46 eV
**2S+1**: 1
**LUMO**: -5.9 eV
**DFT total energy**: -11002.6949 eV
**HOMO**: -13.342 eV
**Total charge**: +1
**ΔE to the lowest compared entry with this formula, charge and spin**: 62.6 kcal/mol

Results of the Löwdin charge analysis, in e, for atoms 1 through 2:
1. C 0.27
2. C -0.15

No. 5
The following is a quantum chemistry calculation of a molecular structure, C24H26N4SiTm, from OMol25.

Element x y z (Å)
H -2.95 7.35 1.11
C -2.54 6.35 1.09
H -1.28 0.18 3.67
H -3.16 2.07 3.74
C -0.34 -3.53 -4.67
H 0.89 -1.91 1.88
C -3.77 1.29 1.75
C -3.24 0.21 0.97
H 2.03 0.43 0.33
C 1.94 -2.26 -3.77
C 1.45 -4.50 -0.32
C 0.70 -3.30 -5.57
C 2.59 3.89 1.25
Tm -1.59 1.91 1.18
H -4.16 4.86 1.03
C 1.16 -2.90 1.51
C -2.14 -0.35 1.69
C 1.57 -5.22 1.98
H 0.57 -3.54 -6.62
C 1.24 -3.18 0.14
H 1.65 5.78 0.86
C 0.88 -2.38 -2.83
H 2.66 -2.48 -5.82
H 1.41 -4.78 -1.38
H 3.63 4.19 1.22
C 0.36 4.14 1.13
Si 1.02 -1.75 -1.07
H 0.45 0.60 -0.26
C 1.83 -2.67 -5.12
C -2.98 1.41 2.92
H -0.15 -1.21 -0.50
N 1.55 4.80 1.06
C -0.24 -3.09 -3.35
C 1.33 -3.92 2.44
C 1.97 2.69 1.46
H 1.71 0.69 -1.56
H 1.64 -6.57 0.30
H -0.46 6.81 1.14
C 1.60 -5.53 0.62
N -1.18 6.11 1.08
H -1.24 -4.04 -5.03
H 1.21 -3.69 3.49
N 0.59 2.83 1.36
C 1.44 0.11 -0.65
H 2.57 -1.45 -1.14
H 1.62 -6.01 2.73
H -4.64 1.85 1.52
C -1.98 0.39 2.89
H -1.61 -1.24 1.43
H -1.10 -3.29 -2.70
H 2.88 -1.80 -3.50
H 2.44 1.76 1.67
C -0.95 4.79 1.06
C -3.13 5.12 1.05
N -2.13 4.14 1.02
H -3.66 -0.18 0.08

**Orbital gap (spin up / spin down)**: 6.60 / 5.04 eV
**2S+1**: 3
**LUMO (spin up / spin down)**: -3.3 / -3.8 eV
**DFT total energy**: -68667.2958 eV
**HOMO (spin up / spin down)**: -9.866 / -8.861 eV
**Total charge**: +1
**ΔE to the lowest compared entry with this formula, charge and spin**: 103.7 kcal/mol

Results of the Löwdin charge analysis, in e, for atoms 1 through 2:
1. H 0.13
2. C -0.03

No. 6
The following is a quantum chemistry calculation of 2 unconnected molecules or ions with the total composition C5H4N2O4S, from OMol25.

Element x y z (Å)
H 1.30 -1.11 0.86
C 0.29 -1.58 0.88
C -1.33 -2.14 2.64
O -1.23 2.13 -0.91
H 0.34 -2.68 0.46
O 0.72 2.37 0.53
O 2.18 1.34 -3.36
H -1.54 -1.18 -0.44
C -0.79 -1.28 1.78
H -0.87 0.32 0.11
N -1.82 -2.69 3.59
C -0.98 -0.81 0.43
S 0.20 2.03 -0.76
N 1.01 2.84 -1.95
C 1.52 1.68 -2.40
O 1.00 0.74 -1.46

**Orbital gap**: 5.40 eV
**2S+1**: 1
**LUMO**: 5.9 eV
**DFT total energy**: -27251.8987 eV
**HOMO**: 0.525 eV
**Total charge**: -2
**ΔE to the lowest compared entry with this formula, charge and spin**: 53.2 kcal/mol

Results of the Löwdin charge analysis, in e, for atoms 1 through 2:
1. H 0.07
2. C -0.22

No. 7
The following is a quantum chemistry calculation of a molecular structure, C2H3NO3S, from OMol25.

Element x y z (Å)
H -0.55 -0.50 -0.66
S 4.47 0.27 -0.14
H -0.15 0.32 0.90
N 2.35 -1.28 -0.08
O 4.19 0.56 1.26
C 0.13 0.02 -0.03
C 1.37 -0.70 0.00
O 3.50 -1.68 -0.16
O 3.59 0.94 -1.07
H 0.19 0.87 -0.64

**Orbital gap**: 10.65 eV
**2S+1**: 1
**LUMO**: 0.4 eV
**DFT total energy**: -20586.9459 eV
**HOMO**: -10.247 eV
**ΔE to the lowest compared entry with this formula, charge and spin**: 75.2 kcal/mol

Results of the Löwdin charge analysis, in e, for atoms 1 through 2:
1. H 0.09
2. S 0.85

No. 8
The following is a quantum chemistry calculation of a molecular structure, C2H4CrLiO, from OMol25.

Element x y z (Å)
O 0.36 -1.20 -0.17
Cr -0.03 -1.54 -2.05
H -0.34 0.88 -1.27
C 0.50 -0.07 0.54
H -1.31 0.98 0.37
H 0.11 2.03 0.62
C -0.24 1.11 0.14
Li -0.61 -2.22 0.93
H 1.54 0.03 0.89

**Orbital gap (spin up / spin down)**: 4.25 / 4.29 eV
**2S+1**: 6
**LUMO (spin up / spin down)**: -0.7 / -0.9 eV
**DFT total energy**: -32807.5421 eV
**HOMO (spin up / spin down)**: -4.903 / -5.236 eV

Results of the Löwdin charge analysis, in e, for atoms 1 through 2:
1. O -0.62
2. Cr 0.45

Among the records above, which one has the highest DFT total energy?
C5H8FN2

DFT total energy of number 3 (Cl2HOPS)?
-47233.0001 eV